# 1
{"formula": "C10H18B3Br2ClF3O4", "method": "wB97M-V/def2-TZVPD", "elements": ["C", "C", "C", "Cl", "B", "O", "B", "O", "B", "C", "C", "C", "F", "Br", "C", "F", "F", "Br", "O", "H", "H", "H", "H", "H", "H", "H", "H", "H", "H", "H", "C", "C", "C", "O", "H", "H", "H", "H", "H", "H", "H"], "coordinates": [[-0.026378, 2.202430, 2.470554], [-0.287354, 0.841435, 3.129069], [0.980388, 0.049109, 3.357105], [0.532606, -1.633046, 3.874543], [1.855854, -0.086737, 2.057428], [3.046510, 0.623274, 1.997955], [3.424922, 0.861265, 0.696775], [3.481717, -0.229844, -0.137534], [2.252337, -0.890340, -0.138158], [1.790198, -1.606196, -1.467796], [1.942949, -0.755256, -2.731793], [0.869839, 0.293708, -2.917404], [-0.346588, -0.205336, -2.591923], [1.154616, 1.824908, -1.758251], [0.778712, 0.762249, -4.430193], [1.936631, 0.473797, -5.077883], [-0.233466, 0.108235, -5.028497], [0.456022, 2.672813, -4.641352], [1.475550, -0.899294, 0.998846], [-0.501555, 2.984333, 3.054948], [-0.487761, 2.238359, 1.489785], [1.028851, 2.464755, 2.413474], [-0.742310, 1.004118, 4.102130], [-1.011178, 0.308705, 2.510195], [1.590013, 0.465169, 4.150376], [3.598811, 1.975790, 0.326473], [2.451108, -2.464484, -1.596101], [0.788661, -2.001882, -1.355260], [1.866816, -1.414320, -3.595791], [2.937217, -0.328500, -2.767166], [-2.456320, -1.309080, -0.485678], [-2.942875, -0.639388, 0.809345], [-4.487187, -0.638709, 0.799238], [-2.459734, 0.626316, 0.891314], [-2.786052, -0.740882, -1.359066], [-1.365210, -1.348815, -0.489489], [-2.828602, -2.342425, -0.592300], [-2.647416, -1.338567, 1.638311], [-4.858273, -0.054491, -0.046572], [-4.869423, -0.195959, 1.721489], [-4.902648, -1.657218, 0.718853]], "atomic_forces_ev_per_a": [[-0.192, 0.120, 0.193], [-0.172, 0.390, 0.161], [0.036, -0.559, -0.593], [0.139, -0.040, 0.225], [-0.157, -0.701, 0.654], [-0.580, 0.536, -0.371], [0.607, -0.156, 0.392], [-0.488, 0.481, -0.440], [-0.224, -0.527, -0.333], [0.209, 0.228, 0.468], [-0.124, -0.732, -0.078], [-0.116, 0.343, -0.080], [0.100, -0.001, -0.205], [0.247, -0.320, 0.689], [-0.104, 0.434, 0.235], [-0.542, 0.015, 0.149], [0.655, 0.007, 0.018], [-0.165, -0.191, -0.715], [0.404, 0.652, -0.110], [-0.051, 0.198, 0.070], [-0.008, -0.176, -0.278], [0.219, -0.003, -0.066], [-0.190, -0.086, 0.179], [-0.024, -0.066, -0.199], [0.036, 0.065, 0.233], [0.432, -0.019, -0.046], [0.107, -0.165, -0.031], [-0.250, -0.009, -0.057], [-0.050, -0.106, -0.141], [0.076, 0.355, -0.050], [-0.030, -0.671, -0.051], [-0.224, 0.778, -0.641], [-0.163, -0.487, 0.136], [0.272, -0.234, 0.475], [0.003, 0.136, 0.053], [0.021, 0.089, 0.033], [0.020, 0.049, 0.008], [0.112, 0.129, 0.124], [0.090, 0.095, -0.014], [0.053, 0.089, -0.003], [0.014, 0.060, 0.007]], "lowdin_charge": [-0.079, -0.275, -0.544, 0.608, -0.614, 0.263, -0.404, 0.243, -0.579, -0.036, -0.183, -0.768, 0.020, 0.882, -0.879, 0.023, 0.052, 0.740, 0.298, 0.067, 0.063, 0.067, 0.103, 0.076, 0.100, 0.112, 0.120, 0.106, 0.125, 0.123, -0.110, -0.711, -0.121, -0.310, 0.062, 0.038, 0.057, 0.105, 0.057, 0.052, 0.050], "orbital_gap_ev": 5.1, "charge": -1}

***

# 2
{"formula": "C3H8ClN2", "method": "wB97M-V/def2-TZVPD", "elements": ["C", "C", "C", "N", "N", "Cl", "H", "H", "H", "H", "H", "H", "H", "H"], "coordinates": [[0.079778, 0.165094, -0.308278], [-1.856223, -0.794726, 0.824474], [2.445528, 0.054183, -0.609490], [-0.469463, 1.176234, -0.934502], [-0.434203, -0.610598, 0.578954], [3.199371, 1.140575, 0.539094], [-2.043625, -1.460752, 1.674920], [-2.379997, -1.249500, -0.059074], [-2.427982, 0.131248, 1.012384], [2.603652, -1.028342, -0.416533], [2.408763, 0.366606, -1.566043], [0.185558, 1.946197, -1.291187], [-1.321753, 1.486684, -0.497367], [0.010599, -1.322898, 1.052647]], "atomic_forces_ev_per_a": [[5.240, 0.063, -0.156], [-2.417, 0.166, -0.746], [-2.042, -1.111, 4.501], [0.909, 1.248, -0.020], [-2.646, 0.707, -0.569], [-0.797, -1.004, -1.116], [0.418, 0.260, -0.196], [0.717, 0.238, 0.635], [0.606, -0.132, 0.115], [-0.142, 1.011, -0.076], [0.012, 1.125, -3.048], [-1.536, -1.758, 0.563], [-0.567, 0.550, -0.396], [2.245, -1.363, 0.511]], "lowdin_charge": [-0.174, -0.042, -0.341, 0.157, 0.014, 0.622, 0.104, 0.118, 0.096, 0.061, -0.018, 0.171, 0.112, 0.121], "de_lowest_kcal_mol": 67.02, "orbital_gap_ev": 9.3, "charge": 1}